Entry 1:
Computed, not measured: a 2-piece molecular cluster, C37H16Br2F15O2Si overall at a distorted geometry, with the ωB97M-V functional and the def2-TZVPD basis.

Last column: Löwdin charge in e.
Positions of all 73 atoms, in Å:
F  4.79412  -2.51735  -4.66078  0.1398
C  3.68347  -1.89340  -4.23974  -0.1074
C  3.29724  -0.69955  -4.82537  -0.1136
F  4.02855  -0.17002  -5.81919  0.1309
C  2.15796  -0.04574  -4.37946  -0.1979
F  1.79465  1.11693  -4.95495  0.1144
C  1.41290  -0.59378  -3.35350  -0.0776
Si  -0.12495  0.26608  -2.77653  0.7448
C  -0.01469  2.09209  -3.10242  -0.0707
C  -0.98982  2.75687  -3.81854  -0.1717
F  -2.08661  2.11475  -4.25647  0.1144
C  -0.87629  4.12109  -4.04323  -0.1138
F  -1.85672  4.77756  -4.68424  0.1298
C  0.20769  4.81729  -3.53870  -0.1061
F  0.26409  6.15193  -3.66468  0.1408
C  1.17886  4.14813  -2.81447  -0.1171
F  2.16492  4.83820  -2.22125  0.1246
C  1.07249  2.78078  -2.60655  -0.2020
F  2.02604  2.14849  -1.89853  0.1164
C  -1.61981  -0.44958  -3.60348  -0.0729
C  -1.51680  -1.00242  -4.86447  -0.1808
F  -0.31895  -1.13584  -5.46457  0.1133
C  -2.65818  -1.44587  -5.51519  -0.1147
F  -2.56305  -1.98407  -6.74233  0.1298
C  -3.89002  -1.34479  -4.89041  -0.1065
F  -4.98555  -1.82319  -5.49803  0.1411
C  -3.98666  -0.78808  -3.62520  -0.1176
F  -5.17653  -0.72996  -3.00597  0.1253
C  -2.84751  -0.32389  -2.98201  -0.1924
F  -2.96696  0.28498  -1.78561  0.0989
O  -0.30746  -0.01168  -1.13956  -0.0461
C  -0.20653  1.00624  -0.23248  -0.3651
C  -1.25125  1.81436  0.10649  -0.0178
C  -0.77308  2.82839  1.07590  -0.1454
C  0.72578  2.51678  1.20079  -0.1484
O  0.96563  1.34494  0.43668  -0.0495
C  1.78601  -1.78868  -2.77120  -0.1844
F  1.05064  -2.35267  -1.79281  0.0944
C  2.93107  -2.43657  -3.21181  -0.1207
F  3.31959  -3.58077  -2.62677  0.1204
H  -2.25221  1.69213  -0.26985  0.1032
H  -0.95654  3.85111  0.71993  0.1174
H  -1.29114  2.71046  2.03591  0.1093
H  1.37745  3.30594  0.79288  0.1289
H  1.03944  2.29655  2.23004  0.1126
Br  1.70165  0.40424  10.72662  0.8351
C  1.50206  0.35429  8.85112  -0.6568
C  2.41766  0.99646  8.04095  -0.0952
C  2.35502  0.85581  6.67182  0.0092
C  1.35484  0.07002  6.07169  -0.1997
C  1.38282  -0.18943  4.66178  0.0687
C  0.41265  -0.89051  3.96752  -0.0545
C  0.59005  -1.43446  2.70813  0.0757
C  -0.39934  -2.25580  2.05653  -0.1986
C  -0.02692  -3.32280  1.21430  0.0071
C  -0.97119  -4.19159  0.70662  -0.0949
C  -2.30989  -3.99363  0.98660  -0.6572
Br  -3.60696  -5.19251  0.31049  0.8173
C  -2.70897  -2.93445  1.78053  -0.0967
C  -1.76979  -2.08232  2.31675  0.0001
C  0.39337  -0.51678  6.91800  0.0123
C  0.47382  -0.37367  8.28637  -0.0941
H  3.19757  1.58403  8.49335  0.1127
H  3.09075  1.33120  6.04727  0.1252
H  2.26647  0.10107  4.12288  0.1334
H  -0.52182  -1.08721  4.46016  0.1042
H  1.55169  -1.32892  2.23803  0.1370
H  1.01435  -3.48368  1.00452  0.1236
H  -0.67160  -5.04691  0.11814  0.1154
H  -3.75985  -2.79290  1.97935  0.1122
H  -2.09357  -1.24965  2.91454  0.1200
H  -0.38117  -1.13542  6.50081  0.1150
H  -0.24500  -0.85865  8.92686  0.1135

As for the lowest unoccupied orbital energy: -5.8 eV. Its charge is +1. As for the spin multiplicity: 1. The highest occupied orbital energy is -0.390 Ha.

=====

Entry 2:
Computed, not measured: C37H23F3HfN2O11PS as an isolated structure, with the ωB97M-V functional and the def2-TZVPD basis.

Last column: Löwdin charge in e.
Positions of all 79 atoms, in Å:
Hf  0.13231  -1.84554  -0.94875  1.8034
O  -4.13590  -0.70828  0.95538  0.1310
C  -3.26312  -1.08785  0.02116  -0.4764
O  -2.65030  -0.34639  -0.69734  0.0693
C  -3.15046  -2.56760  -0.14978  -0.1759
C  -4.15608  -3.44088  0.20244  0.0213
C  -4.04442  -4.77090  -0.19444  -0.0192
C  -2.96013  -5.15454  -0.95466  0.0333
C  -1.98421  -4.20914  -1.24476  -0.1509
N  -2.05607  -2.95366  -0.81825  0.1029
C  -0.78404  -4.52910  -2.12002  -0.5780
O  -0.67484  -5.64006  -2.58728  0.1019
O  -0.00791  -3.51143  -2.27582  -0.1458
H  -4.10685  0.26726  0.99631  0.1081
H  -5.01122  -3.07633  0.75203  0.1217
H  -4.81625  -5.48336  0.06583  0.1131
H  -2.82918  -6.15652  -1.33683  0.1264
O  4.84996  2.77559  -3.81451  -0.0309
C  4.89227  2.42926  -2.62344  -0.7052
O  5.60834  2.81912  -1.68118  -0.0474
C  3.83760  1.36842  -2.21501  -0.0847
C  3.84068  0.82497  -0.93511  0.0182
C  2.82129  -0.01428  -0.54570  -0.1094
N  1.79202  -0.30654  -1.35592  -0.0529
C  1.79209  0.20842  -2.59600  -0.1834
C  2.80175  1.01590  -3.07053  0.0700
C  0.55800  -0.13761  -3.39275  -0.5522
O  0.39664  0.20825  -4.53385  0.1111
O  -0.29814  -0.84086  -2.67346  -0.1906
H  4.63544  1.10457  -0.25694  0.1220
H  2.79614  -0.45882  0.44121  0.1067
H  2.76564  1.41640  -4.07358  0.1359
C  -4.24709  3.55814  1.31869  -0.0998
C  -3.66160  2.54456  2.07024  -0.1023
C  -2.47594  1.95990  1.64958  -0.1122
C  -1.84610  2.36656  0.46697  -0.3115
C  -2.43586  3.39258  -0.26414  -0.0697
C  -3.62244  3.98190  0.15775  -0.0829
P  -0.36557  1.42467  -0.12081  1.1352
C  0.56208  2.68455  -1.06070  -0.3546
C  0.08212  2.89993  -2.35806  -0.1371
C  0.74963  3.73967  -3.23421  -0.0695
C  1.92869  4.35687  -2.83919  -0.0661
C  2.42640  4.13855  -1.56444  -0.0682
C  1.74711  3.30956  -0.68065  -0.0845
C  0.41346  1.19092  1.51204  -0.3316
C  0.87664  2.23400  2.27343  -0.0880
C  1.21206  2.05585  3.62762  -0.0689
C  0.95796  0.85671  4.22476  -0.0375
C  0.40730  -0.22195  3.49343  -0.1787
C  -0.00869  -1.39439  4.17315  -0.0454
C  -0.61800  -2.39385  3.48282  -0.0732
C  -0.70405  -2.30880  2.07429  -0.1657
C  -0.25948  -1.24267  1.31950  -0.2091
C  0.20858  -0.10748  2.08828  -0.2255
H  -5.16977  4.01990  1.64620  0.0966
H  -4.11979  2.21996  2.99760  0.1053
H  -2.02874  1.18081  2.25716  0.1093
H  -1.96453  3.74755  -1.17048  0.0907
H  -4.05665  4.78133  -0.42983  0.1011
H  -0.79654  2.36116  -2.69986  0.1123
H  0.37840  3.86502  -4.24322  0.1089
H  2.49104  4.96084  -3.53841  0.1110
H  3.38148  4.55763  -1.27499  0.1135
H  2.19060  3.10728  0.28329  0.0898
H  0.93422  3.22677  1.84738  0.1010
H  1.61182  2.88356  4.19951  0.1023
H  1.14182  0.71992  5.28476  0.1089
H  0.14089  -1.45681  5.24531  0.1081
H  -0.98073  -3.27988  3.98983  0.1022
H  -1.08837  -3.19385  1.58402  0.0706
F  2.56086  -2.41681  1.98083  0.1427
C  2.95174  -3.58408  1.47453  -0.6622
F  4.25996  -3.52596  1.23273  0.1507
F  2.72003  -4.53766  2.37722  0.1452
S  2.04462  -3.97381  -0.07799  0.5693
O  0.63164  -3.91729  0.32490  -0.3588
O  2.58316  -5.20490  -0.53195  -0.2077
O  2.26454  -2.76496  -0.90735  -0.3572

As for the lowest unoccupied orbital energy: 1.1 eV. Its charge is -1. As for the spin multiplicity: 1. The highest occupied orbital energy is -0.210 Ha.

=====

Entry 3:
Computed, not measured: C37H24Br2N16O3Y as an isolated structure at a distorted geometry, with the ωB97M-V functional and the def2-TZVPD basis.

Last column: Löwdin charge in e.
Positions of all 83 atoms, in Å:
Y  0.98348  -0.23415  -1.88827  1.5054
C  -2.55373  4.02316  0.09241  -0.0579
N  -1.38717  3.16109  -0.07646  -0.1133
C  -1.34716  1.85499  -0.29708  -0.1399
N  -0.08675  1.43200  -0.30732  -0.0052
C  0.60912  2.57998  -0.06435  -0.2105
N  -0.12953  3.64616  0.08697  0.1561
C  -3.16135  3.92768  1.47086  -0.1885
C  -4.37143  4.57312  1.70543  -0.0281
C  -4.95777  4.52934  2.96079  -0.0461
C  -4.34718  3.83008  3.99075  -0.0059
C  -3.14218  3.18083  3.75290  -0.1288
C  -2.54497  3.23439  2.49910  0.0303
C  -2.51759  2.42881  4.84631  -0.2947
N  -2.86125  2.38088  6.07817  0.1391
N  -1.95087  1.49946  6.69898  0.1391
C  -1.15541  1.10748  5.77682  -0.2929
O  -1.44013  1.64848  4.55950  0.1208
C  -0.03594  0.16363  5.86942  -0.1275
C  0.29296  -0.37345  7.11057  -0.0049
C  1.32273  -1.29218  7.20538  -0.0447
C  2.01743  -1.67881  6.06655  -0.0247
C  1.69723  -1.13385  4.83113  -0.1988
C  2.50211  -1.54323  3.62689  -0.0565
N  1.71243  -1.56250  2.39268  -0.1051
C  1.88588  -0.85043  1.29080  -0.1297
N  0.98867  -1.21384  0.37596  -0.0202
C  0.25772  -2.16165  1.02910  -0.2033
N  0.66896  -2.41234  2.24523  0.1564
C  0.66869  -0.20791  4.73268  0.0289
H  -3.27295  3.75152  -0.68178  0.1332
H  -2.20039  5.02937  -0.12761  0.1419
H  -2.23246  1.25650  -0.44430  0.1540
H  1.68663  2.62487  -0.01698  0.1216
H  -4.85973  5.11464  0.90348  0.1222
H  -5.89729  5.03526  3.13604  0.1138
H  -4.79625  3.77891  4.97300  0.1212
H  -1.59477  2.74017  2.34428  0.1158
H  -0.26738  -0.07210  7.98509  0.1215
H  1.57782  -1.71803  8.16600  0.1140
H  2.80941  -2.41402  6.14463  0.1192
H  2.91462  -2.54286  3.75395  0.1359
H  3.33476  -0.86476  3.43122  0.1379
H  2.66962  -0.11886  1.17087  0.1262
H  -0.58349  -2.67392  0.58975  0.1251
H  0.39452  0.21268  3.77336  0.1190
Br  2.06017  -6.93115  -4.17390  0.8480
C  1.66356  -5.23326  -3.50962  -0.6719
C  1.63719  -4.99684  -2.14812  -0.0749
C  1.37328  -3.70899  -1.72325  -0.1092
N  1.12107  -2.68634  -2.54577  0.0384
C  1.13723  -2.93437  -3.86417  -0.2011
C  1.42178  -4.18721  -4.38521  -0.0393
C  0.98347  -1.79131  -4.81121  -0.2194
C  0.42579  -2.00239  -6.06215  -0.0504
C  0.48418  -0.96666  -6.97968  -0.6722
Br  -0.25055  -1.17821  -8.68306  0.8416
C  1.10248  0.22267  -6.62712  -0.0712
C  1.56427  0.35433  -5.33122  -0.1113
N  1.49246  -0.61896  -4.41559  0.0523
H  1.84245  -5.77919  -1.43266  0.1177
H  1.39028  -3.48257  -0.66789  0.0891
H  1.49237  -4.33650  -5.45183  0.1168
H  -0.03266  -2.94717  -6.31298  0.1179
H  1.20047  1.04099  -7.32477  0.1161
H  1.99856  1.28801  -5.00334  0.1116
O  3.00020  0.18359  -1.33388  -0.3233
N  3.44060  -0.88454  -1.98660  -0.0570
C  4.46259  -1.48336  -1.48309  -0.2788
C  5.05664  -1.01442  -0.25501  -0.1503
N  5.44072  -0.64946  0.76349  0.1976
C  4.89050  -2.68770  -2.14178  -0.1554
N  5.22233  -3.66412  -2.64615  0.1929
N  -3.35915  -0.52688  -3.21613  0.2132
C  -2.13191  -0.00749  -3.09862  -0.5060
O  -1.19678  -0.71464  -2.60561  -0.1422
C  -1.89283  1.34705  -3.48847  -0.1945
C  -2.93547  2.24345  -3.82295  -0.2262
N  -3.79150  2.97914  -4.05650  0.1598
C  -0.56372  1.73616  -3.30348  -0.1826
N  0.56506  1.83217  -3.04819  0.1101
H  -4.10865  -0.00717  -3.64182  0.1171
H  -3.50613  -1.48321  -2.94459  0.1257

As for the lowest unoccupied orbital energy: -3.4 eV. Its charge is +1. As for the spin multiplicity: 1. The highest occupied orbital energy is -0.399 Ha.

=====

Number 1: molar mass 965.4 g/mol. Number 2: molar mass 970.1 g/mol. Number 3: molar mass 989.4 g/mol.